{
  "formula": "C39H38AsBaCl4N11O4P2",
  "method": "ωB97M-V/def2-TZVPD",
  "e_lumo_ev": 3.40,
  "spin_multiplicity": 1,
  "charge": -2,
  "orbital_gap_ev": 5.2426,
  "relative_energy_ev": 0.5249,
  "homo_ev": -1.84,
  "species": ["Ba", "N", "C", "N", "N", "N", "N", "C", "N", "N", "N", "N", "H", "O", "P", "C", "P", "O", "C", "C", "C", "C", "C", "C", "C", "C", "C", "C", "C", "C", "C", "C", "C", "C", "C", "C", "C", "C", "C", "C", "C", "C", "H", "H", "H", "H", "H", "H", "H", "H", "H", "H", "H", "H", "H", "H", "H", "H", "H", "H", "H", "H", "H", "H", "Cl", "C", "C", "Cl", "C", "Cl", "C", "O", "C", "O", "C", "Cl", "C", "N", "C", "C", "N", "H", "H", "H", "H", "H", "H", "C", "As", "C", "C", "H", "H", "H", "H", "H", "H", "H", "H", "H"],
  "xyz": [[0.06239, 0.38252, -0.41202], [3.15390, 3.32687, -1.12900], [2.75019, 3.24408, 0.19677], [3.23127, 4.07561, 1.11541], [2.59234, 3.71654, 2.24358], [1.78751, 2.73231, 2.00640], [1.86135, 2.39513, 0.69597], [2.99846, 2.35578, -2.10375], [3.85989, 2.26192, -3.11363], [3.36798, 1.26776, -3.86715], [2.28865, 0.79186, -3.33370], [2.00654, 1.47412, -2.20401], [3.98203, 3.88364, -1.25728], [-0.12546, -1.41391, 4.07415], [-0.01057, -2.85008, 3.73516], [1.60472, -3.26115, 2.97555], [1.72392, -2.88335, 1.19947], [1.01601, -1.61504, 0.87618], [1.10153, -4.33598, 0.34948], [1.49690, -5.62470, 0.71558], [0.99903, -6.72616, 0.04404], [0.09782, -6.54014, -0.99850], [-0.30287, -5.26549, -1.35735], [0.19374, -4.15223, -0.68911], [3.48727, -2.69161, 0.88092], [4.29369, -3.67257, 0.31634], [5.63379, -3.40722, 0.07099], [6.16356, -2.16121, 0.37394], [5.35514, -1.17096, 0.91632], [4.01852, -1.43293, 1.16895], [-0.01361, -3.88350, 5.23950], [1.06204, -3.70986, 6.11195], [1.12099, -4.40214, 7.31011], [0.09454, -5.27096, 7.65923], [-0.99115, -5.42985, 6.81253], [-1.04747, -4.73677, 5.60941], [-1.27249, -3.47639, 2.62672], [-2.11200, -2.54124, 2.03183], [-3.07062, -2.95023, 1.11461], [-3.18642, -4.29247, 0.79258], [-2.33573, -5.23080, 1.36936], [-1.37340, -4.82534, 2.27670], [1.85337, -4.31260, 3.13668], [2.34371, -2.64726, 3.49778], [2.19831, -5.77306, 1.53078], [1.31142, -7.72380, 0.32870], [-0.29252, -7.40025, -1.53026], [-1.00691, -5.11098, -2.16040], [-0.14427, -3.16432, -0.98791], [3.87070, -4.62512, 0.02594], [6.25695, -4.16661, -0.38456], [7.20464, -1.95092, 0.16195], [5.75374, -0.18580, 1.11962], [3.37604, -0.64748, 1.55291], [1.84956, -3.01037, 5.85649], [1.96212, -4.25721, 7.97631], [0.13654, -5.81200, 8.59654], [-1.80431, -6.08936, 7.08911], [-1.91080, -4.84899, 4.96728], [-1.99489, -1.49485, 2.27664], [-3.70215, -2.21959, 0.62488], [-3.91645, -4.60061, 0.05486], [-2.40244, -6.27330, 1.08522], [-0.68482, -5.55442, 2.68920], [-6.05093, -2.66851, -3.41871], [-4.97668, -1.55385, -2.62178], [-5.42843, -0.32873, -2.19361], [-7.08892, 0.13383, -2.43474], [-4.53148, 0.55596, -1.56798], [-5.08332, 2.11512, -1.01950], [-3.18118, 0.25707, -1.36056], [-2.35169, 1.07377, -0.80875], [-2.70933, -1.06906, -1.76082], [-1.49546, -1.40967, -1.48748], [-3.63120, -1.90600, -2.40319], [-3.05478, -3.46027, -2.94854], [4.02801, -1.65428, -5.04552], [2.69355, -2.19968, -4.79340], [1.58699, -1.51163, -5.46169], [2.45325, -2.65802, -3.56986], [2.25976, -3.08981, -2.51480], [4.27463, -1.82332, -6.09627], [4.74864, -2.18533, -4.42578], [4.06063, -0.58706, -4.81456], [1.75205, -1.56726, -6.53944], [1.52468, -0.47211, -5.13678], [0.65493, -2.01794, -5.21834], [-3.23096, 0.82617, 2.83128], [-1.39136, 1.43390, 2.48835], [-0.88403, 1.84734, 4.32357], [-1.84237, 3.23638, 1.87614], [-3.80048, 1.59726, 3.35338], [-3.20944, -0.07548, 3.44385], [-3.71411, 0.61138, 1.87654], [-1.60960, 2.52258, 4.78195], [0.09892, 2.31562, 4.29568], [-0.82733, 0.91287, 4.88183], [-2.58723, 3.68852, 2.53411], [-2.24468, 3.16123, 0.86547], [-0.93283, 3.83694, 1.87450]],
  "atomic_forces_ev_per_a": [[0.337, 0.488, -0.433], [0.017, 0.060, -0.019], [0.011, -0.015, 0.030], [0.013, -0.004, -0.032], [-0.016, -0.036, 0.045], [0.026, 0.051, 0.050], [-0.214, -0.177, -0.126], [0.036, 0.001, -0.013], [-0.022, 0.004, 0.007], [-0.018, 0.029, -0.008], [0.022, 0.071, 0.012], [0.006, -0.052, 0.206], [-0.005, 0.004, 0.000], [-0.054, -0.062, 0.006], [0.013, 0.110, 0.012], [0.019, -0.095, 0.045], [0.018, 0.132, -0.020], [-0.044, -0.382, 0.171], [-0.024, -0.016, -0.056], [0.070, 0.082, 0.055], [0.000, -0.018, -0.007], [-0.014, -0.050, -0.027], [0.041, 0.068, 0.032], [0.012, -0.040, 0.004], [0.053, -0.008, -0.055], [0.010, -0.002, -0.002], [-0.017, 0.002, -0.001], [-0.002, 0.002, -0.003], [0.007, -0.002, -0.011], [-0.023, -0.004, 0.004], [0.058, -0.002, -0.001], [0.008, -0.039, -0.004], [-0.006, 0.006, 0.003], [0.000, 0.006, -0.004], [-0.008, 0.008, 0.000], [-0.018, 0.048, -0.040], [0.004, -0.096, -0.043], [-0.031, -0.014, -0.010], [0.011, 0.014, -0.051], [0.022, -0.004, -0.050], [-0.024, 0.009, 0.024], [-0.053, 0.029, 0.116], [0.005, 0.021, 0.048], [-0.001, -0.004, -0.020], [0.004, -0.006, -0.019], [0.000, 0.007, 0.003], [-0.009, 0.008, 0.000], [-0.056, -0.008, -0.043], [-0.025, 0.002, 0.072], [-0.014, -0.009, 0.000], [0.001, -0.004, -0.001], [0.001, 0.001, 0.001], [-0.002, 0.003, -0.002], [0.003, -0.002, 0.007], [0.010, -0.014, 0.011], [0.000, 0.001, 0.000], [0.001, -0.001, -0.003], [0.002, -0.001, -0.002], [0.005, -0.027, -0.076], [0.033, 0.032, -0.002], [0.015, 0.026, -0.006], [0.002, -0.009, -0.008], [0.000, -0.005, -0.001], [-0.028, -0.012, 0.061], [-0.021, 0.017, 0.007], [0.036, -0.077, -0.019], [-0.050, 0.070, -0.006], [0.004, -0.009, 0.006], [0.006, 0.042, -0.005], [-0.003, -0.001, 0.007], [-0.090, -0.109, 0.048], [-0.029, -0.009, 0.102], [-0.101, -0.093, 0.057], [-0.056, 0.040, -0.130], [0.044, 0.044, 0.042], [0.038, -0.046, 0.034], [0.013, -0.014, 0.007], [-0.119, -0.130, -0.001], [-0.052, 0.002, -0.049], [0.071, 0.245, 0.019], [0.124, -0.122, 0.068], [0.002, 0.010, -0.004], [0.007, -0.008, -0.015], [0.041, -0.016, -0.025], [0.002, -0.010, 0.007], [0.017, -0.013, 0.001], [-0.005, -0.008, -0.007], [0.013, 0.064, 0.006], [-0.114, 0.011, -0.017], [0.009, -0.002, 0.033], [0.008, -0.011, 0.014], [0.003, 0.009, 0.010], [-0.023, -0.011, 0.012], [0.013, 0.001, -0.001], [-0.007, -0.004, 0.004], [0.010, 0.001, -0.004], [0.025, 0.031, -0.016], [0.015, 0.012, 0.015], [-0.006, -0.005, -0.003], [0.005, -0.008, -0.025]],
  "lowdin_charge": [1.76, 0.11, -0.53, -0.02, -0.14, -0.13, -0.11, -0.51, 0.00, -0.13, -0.11, -0.11, 0.11, -0.32, 0.71, -0.28, 0.73, -0.55, -0.29, -0.12, -0.10, -0.09, -0.07, -0.08, -0.26, -0.08, -0.09, -0.09, -0.07, -0.06, -0.25, -0.08, -0.09, -0.10, -0.09, -0.07, -0.29, -0.05, -0.04, -0.06, -0.09, -0.11, 0.07, 0.08, 0.10, 0.09, 0.10, 0.06, 0.08, 0.09, 0.10, 0.10, 0.11, 0.11, 0.11, 0.10, 0.10, 0.10, 0.10, 0.06, 0.11, 0.10, 0.10, 0.11, 0.58, -0.74, -0.74, 0.58, -0.62, 0.63, -0.47, -0.38, -0.47, -0.33, -0.62, 0.65, -0.07, -0.20, -0.06, -0.30, 0.20, 0.08, 0.08, 0.04, 0.08, 0.05, 0.09, -0.32, 0.99, -0.34, -0.32, 0.02, 0.01, 0.01, 0.01, 0.00, -0.01, 0.02, 0.00, 0.01]
}

***

{
  "formula": "C39H38Br5N5O3PSTa",
  "method": "ωB97M-V/def2-TZVPD",
  "e_lumo_ev": -7.19,
  "spin_multiplicity": 1,
  "charge": 2,
  "orbital_gap_ev": 5.2485,
  "relative_energy_ev": 3.1038,
  "homo_ev": -12.44,
  "species": ["Ta", "Br", "C", "C", "Br", "C", "Br", "C", "O", "C", "O", "C", "Br", "Br", "C", "C", "C", "C", "C", "C", "N", "N", "C", "C", "C", "C", "O", "C", "N", "C", "C", "C", "C", "H", "H", "H", "H", "H", "H", "H", "H", "H", "C", "C", "C", "C", "P", "C", "C", "C", "C", "C", "C", "C", "C", "C", "C", "H", "H", "H", "H", "H", "H", "H", "H", "H", "H", "H", "H", "H", "H", "H", "H", "H", "H", "H", "H", "H", "H", "H", "C", "N", "C", "C", "N", "C", "S", "H", "H", "H", "H", "H", "H"],
  "xyz": [[-0.04544, -0.56383, -0.43063], [-1.65776, -0.25515, 6.31830], [-1.25122, 0.22478, 4.55150], [-1.01384, 1.56707, 4.21900], [-1.14983, 2.91023, 5.52821], [-0.67388, 1.93126, 2.91548], [-0.32455, 3.67959, 2.35602], [-0.58229, 0.89754, 2.00907], [-0.29361, 0.96244, 0.68784], [-0.87952, -0.42090, 2.29580], [-0.78568, -1.24553, 1.19446], [-1.19270, -0.79050, 3.58241], [-1.50437, -2.59933, 3.94910], [-0.54881, -5.32673, 6.62205], [0.86151, -5.40173, 5.37378], [0.57890, -5.71124, 4.05115], [1.60762, -5.77456, 3.12674], [2.91686, -5.54342, 3.54245], [3.19390, -5.28752, 4.88318], [2.16386, -5.18661, 5.80160], [4.07198, -5.70476, 2.72165], [4.10604, -5.39793, 1.52578], [3.09524, -4.62819, 0.88187], [2.53225, -5.12502, -0.26986], [1.60352, -4.38640, -1.02917], [1.25189, -3.14969, -0.57524], [0.44337, -2.23713, -1.18835], [1.93417, -2.55873, 0.50353], [1.74107, -1.19985, 0.65168], [2.43319, -0.55352, 1.58274], [3.36113, -1.20489, 2.39710], [3.58978, -2.55247, 2.23847], [2.87077, -3.26980, 1.26039], [-0.43741, -5.92661, 3.75104], [1.38509, -6.06478, 2.10979], [4.22512, -5.18557, 5.19540], [2.37167, -4.98389, 6.84249], [2.82124, -6.11639, -0.59311], [1.19145, -4.78625, -1.94549], [2.25962, 0.51144, 1.68279], [3.91177, -0.62440, 3.12271], [4.35013, -3.04900, 2.82747], [0.73971, 1.27639, -5.40034], [-0.05732, 1.55721, -4.11781], [-1.34469, 2.29060, -4.51793], [0.78281, 2.48242, -3.22295], [-0.34893, -0.06924, -3.15777], [1.26972, -0.86629, -3.40807], [2.25945, -0.41044, -2.53211], [3.56293, -0.87600, -2.59003], [3.89917, -1.81944, -3.55134], [2.92962, -2.28091, -4.43217], [1.62499, -1.80623, -4.36661], [-1.72845, -1.09199, -3.91557], [-1.73277, -1.08209, -5.45092], [-1.65589, -2.54946, -3.44118], [-3.07027, -0.51898, -3.43182], [0.86172, 2.23629, -5.90620], [0.22778, 0.60898, -6.09018], [1.73558, 0.88412, -5.20432], [-1.04190, 3.24673, -4.94994], [-1.99761, 2.49073, -3.67519], [-1.90599, 1.76250, -5.28498], [0.89494, 3.43680, -3.74070], [1.78731, 2.09315, -3.06021], [0.29952, 2.68037, -2.26406], [2.02038, 0.35908, -1.78145], [4.31115, -0.49687, -1.90623], [4.91409, -2.18707, -3.61697], [3.19102, -3.01371, -5.18395], [0.90280, -2.17739, -5.07761], [-0.84009, -1.51631, -5.89535], [-1.87418, -0.09029, -5.86766], [-2.58104, -1.68961, -5.77304], [-0.78060, -3.07825, -3.81650], [-2.54481, -3.05737, -3.81886], [-1.67286, -2.64415, -2.35568], [-3.22066, 0.51562, -3.73235], [-3.16719, -0.55941, -2.34564], [-3.86462, -1.12439, -3.87186], [-2.41291, 5.24317, -1.12333], [-3.53796, 4.41108, -0.72923], [-4.78926, 4.86352, -0.33680], [-5.54707, 3.78091, -0.08486], [-4.74769, 2.67988, -0.33526], [-3.51490, 3.06392, -0.72713], [-2.19762, 2.08783, -1.16005], [-2.69122, 6.28425, -0.98924], [-2.16285, 5.06217, -2.16727], [-1.54893, 5.00555, -0.50567], [-5.01723, 5.91206, -0.27345], [-6.56763, 3.69292, 0.23888], [-5.00545, 1.71466, -0.22443]],
  "atomic_forces_ev_per_a": [[0.112, 0.840, 0.416], [0.007, 0.026, -0.043], [-0.029, -0.141, 0.075], [-0.094, 0.115, 0.375], [0.024, -0.131, -0.133], [0.111, -0.307, -0.154], [0.027, -0.049, -0.015], [-0.179, -0.081, -0.861], [1.679, 0.840, -0.648], [-0.096, -0.449, 0.147], [-0.941, -0.493, -0.009], [-0.117, -0.189, 0.134], [0.014, 0.054, 0.010], [-0.003, 0.028, -0.027], [-0.049, 0.012, 0.073], [0.016, -0.009, -0.023], [-0.007, -0.020, -0.008], [0.045, 0.125, 0.136], [-0.056, 0.024, 0.001], [0.012, 0.000, -0.059], [-0.012, -0.262, -0.207], [0.165, 0.292, 0.150], [-0.068, -0.191, -0.123], [0.009, -0.028, 0.032], [-0.144, -0.009, 0.218], [0.458, 0.579, -0.094], [-0.863, -0.880, 0.668], [0.352, 0.167, -0.180], [0.103, 0.060, -0.009], [-0.086, -0.013, 0.018], [0.078, -0.053, 0.000], [-0.050, 0.084, -0.023], [0.051, -0.029, -0.029], [0.003, -0.005, 0.003], [0.020, 0.011, -0.001], [0.006, -0.011, -0.004], [-0.012, 0.011, 0.002], [-0.018, -0.007, -0.001], [-0.077, -0.017, 0.041], [-0.035, -0.007, -0.030], [-0.001, -0.016, 0.013], [-0.036, -0.021, 0.035], [0.050, 0.003, 0.038], [-0.059, 0.162, 0.128], [-0.025, -0.078, 0.002], [-0.051, -0.034, 0.027], [-0.069, -0.001, -0.434], [0.186, 0.227, 0.031], [-0.117, -0.065, 0.140], [0.019, -0.040, 0.042], [-0.030, 0.022, -0.006], [0.011, 0.017, 0.052], [0.005, -0.095, -0.008], [-0.116, -0.026, -0.054], [0.013, -0.041, 0.004], [0.044, 0.034, 0.042], [0.065, 0.067, 0.048], [0.002, -0.011, -0.026], [-0.010, -0.020, 0.013], [0.005, -0.002, 0.021], [-0.013, 0.001, 0.004], [0.001, 0.024, 0.062], [0.005, -0.006, -0.003], [0.016, 0.007, 0.008], [0.006, 0.009, -0.013], [-0.015, 0.018, -0.012], [0.037, 0.089, -0.090], [0.002, -0.011, 0.010], [0.000, -0.002, -0.007], [0.003, 0.011, -0.012], [-0.036, 0.005, 0.001], [0.038, -0.006, 0.022], [-0.010, 0.010, 0.002], [0.011, -0.011, -0.014], [0.032, 0.018, 0.037], [0.026, -0.026, -0.034], [-0.034, 0.014, 0.011], [0.002, 0.006, -0.007], [0.006, -0.023, 0.002], [-0.017, 0.012, 0.013], [-0.016, -0.018, 0.024], [0.021, -0.004, -0.033], [0.010, 0.004, 0.008], [-0.011, 0.000, -0.008], [0.052, -0.025, 0.065], [-0.086, -0.061, -0.051], [-0.233, -0.034, 0.100], [0.009, 0.003, 0.005], [-0.004, 0.008, -0.003], [0.002, 0.008, 0.001], [-0.015, -0.003, 0.000], [0.002, 0.010, 0.010], [-0.027, 0.005, -0.023]],
  "lowdin_charge": [1.86, 0.80, -0.72, -0.72, 0.80, -0.65, 0.84, -0.37, -0.34, -0.34, -0.21, -0.64, 0.85, 0.78, -0.69, -0.13, -0.01, -0.27, -0.01, -0.10, 0.10, 0.10, -0.21, 0.01, 0.06, -0.26, -0.28, -0.14, -0.01, -0.05, 0.01, 0.07, -0.07, 0.11, 0.12, 0.12, 0.11, 0.13, 0.14, 0.13, 0.13, 0.13, -0.06, -0.64, -0.10, -0.10, 1.08, -0.40, -0.18, -0.05, -0.04, -0.03, -0.07, -0.67, -0.07, -0.09, -0.11, 0.10, 0.08, 0.08, 0.10, 0.01, 0.07, 0.10, 0.07, 0.04, 0.08, 0.12, 0.12, 0.12, 0.10, 0.07, 0.07, 0.10, 0.08, 0.10, 0.06, 0.06, 0.05, 0.10, -0.01, -0.12, -0.03, -0.05, 0.08, -0.73, 0.67, 0.10, 0.09, 0.07, 0.13, 0.13, 0.16]
}

***

> What is the charge in the second record?

+2

***

> charge of number 1 (C39H38AsBaCl4N11O4P2)?

-2

***

> What is the charge in the second record?

+2